No. 1
The following is a quantum chemistry calculation of an isolated molecule of C5H5N5OS, from the OMol25 dataset.

As for the total energy: -940.6590 a.u. For the energy above the lowest of the compared OMol25 structures with the same formula, charge and spin, the calculation gives 1.2 kcal/mol. For the HOMO energy, the calculation gives -8.419 eV. The spin multiplicity is 1. As for the gap between HOMO and LUMO: 8.296 eV.

Each line ends with the Löwdin charge.
Positions of all 17 atoms, in Å:
C1 1.404 -0.408 2.363  -0.02
C2 0.744 0.817 1.643  -0.24
C3 0.001 0.901 0.383  -0.17
C4 -0.445 -0.042 -0.572  -0.27
C5 -1.380 -0.825 -2.465  -0.88
H1 0.547 -1.025 2.802  0.09
H2 2.043 -0.042 3.212  0.08
H3 1.970 -0.982 1.553  0.09
H4 -0.628 -2.804 -2.150  0.17
H5 -1.517 1.212 -1.902  0.14
N1 1.013 2.038 1.990  0.12
N2 -0.100 2.175 0.083  0.12
N3 0.018 -1.281 -0.708  0.12
N4 -0.647 -1.813 -1.799  0.00
N5 -1.316 0.279 -1.599  0.14
O1 0.408 2.842 1.089  -0.06
S1 -2.115 -1.043 -3.923  0.56


No. 2
The following is a quantum chemistry calculation of a structure of composition C36H44CaIN6PSSe2, from the OMol25 dataset.

As for the total energy: -8244.5981 a.u. For the energy above the lowest of the compared OMol25 structures with the same formula, charge and spin, the calculation gives 0.0 kcal/mol. For the HOMO energy, the calculation gives -6.575 eV. The spin multiplicity is 1. As for the gap between HOMO and LUMO: 6.466 eV.

Each line ends with the Löwdin charge.
Positions of all 92 atoms, in Å:
Ca1 0.808 0.104 0.838  0.99
C1 4.271 -1.664 0.529  -0.17
C2 3.169 -2.555 1.088  -0.21
N1 2.144 -1.826 1.843  -0.13
C3 2.552 -1.507 3.210  -0.21
C4 1.339 -1.103 4.028  -0.19
N2 0.707 0.129 3.544  -0.10
C5 0.947 1.303 4.390  -0.22
C6 2.154 2.141 3.990  -0.17
C7 1.953 2.965 2.724  -0.22
N3 2.108 2.206 1.479  -0.16
C8 3.510 1.968 1.133  -0.22
C9 3.656 1.477 -0.297  -0.23
N4 2.969 0.201 -0.566  -0.16
C10 3.886 -0.932 -0.750  -0.23
H1 5.129 -2.301 0.295  0.11
H2 4.626 -0.963 1.291  0.10
H3 3.614 -3.332 1.727  0.11
H4 2.670 -3.057 0.255  0.09
H5 1.316 -2.415 1.905  0.07
H6 3.284 -0.695 3.193  0.10
H7 3.043 -2.372 3.682  0.12
H8 1.631 -1.000 5.080  0.12
H9 0.601 -1.911 3.980  0.13
H10 -0.292 -0.031 3.492  0.05
H11 1.057 0.992 5.437  0.11
H12 0.053 1.930 4.338  0.10
H13 3.042 1.510 3.903  0.10
H14 2.364 2.835 4.808  0.11
H15 2.647 3.818 2.726  0.12
H16 0.939 3.372 2.727  0.10
H17 1.685 2.756 0.733  0.01
H18 3.921 1.227 1.825  0.10
H19 4.103 2.887 1.257  0.12
H20 4.724 1.385 -0.524  0.12
H21 3.252 2.235 -0.975  0.08
H22 2.446 0.307 -1.432  -0.04
H23 4.796 -0.587 -1.260  0.11
H24 3.387 -1.636 -1.423  0.07
I1 -1.877 1.816 1.689  1.04
C11 -2.646 0.125 2.668  -0.61
C12 -3.640 0.332 3.582  -0.17
C13 -4.273 -0.775 4.185  -0.09
C14 -3.919 -2.039 3.822  -0.05
C15 -2.896 -2.265 2.868  -0.18
C16 -2.580 -3.583 2.455  -0.06
C17 -1.610 -3.782 1.518  -0.10
C18 -0.878 -2.681 1.017  -0.20
C19 -1.092 -1.362 1.377  -0.29
C20 -2.186 -1.176 2.290  -0.29
H25 -3.962 1.335 3.826  0.08
H26 -5.058 -0.609 4.911  0.10
H27 -4.425 -2.895 4.252  0.11
H28 -3.133 -4.413 2.880  0.10
H29 -1.387 -4.787 1.175  0.09
H30 -0.093 -2.917 0.294  0.06
Se1 -2.294 -0.194 -1.671  0.22
P1 -1.485 1.647 -2.342  0.09
Se2 0.448 2.273 -1.526  0.29
C21 -1.352 1.669 -4.166  -0.40
C22 -2.458 1.251 -4.904  -0.11
C23 -2.414 1.248 -6.286  -0.09
C24 -1.258 1.649 -6.947  -0.10
C25 -0.155 2.056 -6.216  -0.09
C26 -0.202 2.069 -4.828  -0.12
C27 -2.662 3.016 -2.020  -0.41
C28 -2.219 4.316 -1.809  -0.12
C29 -3.130 5.338 -1.588  -0.09
C30 -4.490 5.070 -1.577  -0.09
C31 -4.937 3.772 -1.785  -0.08
C32 -4.028 2.749 -2.001  -0.12
H31 -3.347 0.908 -4.388  0.08
H32 -3.281 0.929 -6.850  0.10
H33 -1.222 1.642 -8.029  0.10
H34 0.750 2.365 -6.724  0.10
H35 0.658 2.386 -4.253  0.04
H36 -1.156 4.521 -1.809  0.05
H37 -2.774 6.346 -1.419  0.10
H38 -5.200 5.867 -1.398  0.10
H39 -5.996 3.552 -1.766  0.10
H40 -4.368 1.728 -2.117  0.06
S1 1.033 -1.215 -2.914  0.70
C33 0.817 -2.832 -2.748  -0.83
N5 -0.070 -3.477 -3.594  0.07
C34 -0.395 -4.780 -3.503  -0.06
C35 0.190 -5.544 -2.547  -0.05
C36 1.109 -4.869 -1.703  -0.13
N6 1.416 -3.608 -1.780  0.06
H41 -0.527 -2.876 -4.268  0.14
H42 -1.124 -5.142 -4.215  0.13
H43 -0.038 -6.590 -2.431  0.10
H44 1.608 -5.427 -0.914  0.12


No. 3
The following is a quantum chemistry calculation of an isolated molecule of C21H26N2O2S, from the OMol25 dataset.

As for the total energy: -1474.0204 a.u. For the energy above the lowest of the compared OMol25 structures with the same formula, charge and spin, the calculation gives 23.7 kcal/mol. For the HOMO energy, the calculation gives -8.086 eV. The spin multiplicity is 1. As for the gap between HOMO and LUMO: 8.762 eV.

Each line ends with the Löwdin charge.
Positions of all 52 atoms, in Å:
C1 0.362 2.541 1.231  -0.05
C2 -1.015 2.199 0.752  -0.29
C3 -1.899 1.494 1.558  -0.03
C4 -3.182 1.206 1.135  -0.09
C5 -3.595 1.597 -0.129  -0.55
C6 -2.722 2.306 -0.947  -0.12
C7 -1.449 2.607 -0.504  -0.06
H1 -0.779 3.162 -1.146  0.12
H2 -3.054 2.620 -1.925  0.10
S1 -5.232 1.303 -0.755  0.93
C8 -5.651 -0.352 -0.110  -0.44
C9 -4.996 -1.472 -0.915  -0.24
N1 -3.553 -1.420 -0.888  0.07
C10 -2.855 -1.810 0.206  -0.47
O1 -3.408 -2.254 1.196  0.07
C11 -1.371 -1.734 0.085  -0.13
C12 -0.697 -0.864 -0.768  -0.02
C13 0.681 -0.902 -0.853  -0.02
C14 1.419 -1.804 -0.095  -0.21
C15 0.749 -2.643 0.786  -0.02
C16 -0.629 -2.607 0.876  0.00
H3 -1.158 -3.259 1.554  0.12
H4 1.309 -3.337 1.397  0.11
C17 2.911 -1.896 -0.260  -0.16
N2 3.520 -0.594 -0.458  -0.18
C18 4.897 -0.691 -0.909  -0.17
C19 5.435 0.717 -1.169  -0.20
H5 6.488 0.682 -1.454  0.13
O2 5.364 1.518 -0.014  -0.13
C20 4.035 1.599 0.445  -0.20
C21 3.467 0.214 0.749  -0.16
H6 2.427 0.298 1.069  0.11
H7 4.054 -0.246 1.565  0.14
H8 4.056 2.217 1.344  0.13
H9 3.410 2.084 -0.321  0.12
H10 4.851 1.179 -1.979  0.13
H11 4.929 -1.268 -1.836  0.12
H12 5.537 -1.189 -0.158  0.13
H13 3.119 -2.495 -1.155  0.13
H14 3.351 -2.427 0.604  0.13
H15 1.206 -0.231 -1.515  0.12
H16 -1.235 -0.133 -1.355  0.10
H17 -3.078 -0.981 -1.658  0.13
H18 -5.305 -2.425 -0.473  0.12
H19 -5.324 -1.429 -1.955  0.12
H20 -6.735 -0.422 -0.186  0.07
H21 -5.359 -0.416 0.935  0.06
H22 -3.846 0.676 1.800  0.11
H23 -1.586 1.171 2.541  0.12
H24 0.389 3.572 1.586  0.09
H25 1.085 2.447 0.424  0.06
H26 0.660 1.892 2.051  0.08